(1)
This record from the OMol25 dataset describes C5H9N as an isolated structure. The level of theory is wB97M-V/def2-TZVPD.

The net charge is 0. The lowest unoccupied orbital energy is 0.9 eV. The energy relative to the best compared isomer or geometry (same formula, charge and spin) comes out at 123.2 kcal per mole. Its calculated total energy is -250.47064 Eh. The calculation puts the frontier orbital gap at 0.3521 Eh.

```
15
Properties=species:S:1:pos:R:3:mulliken_charge:R:1
H 1.398 -2.278 0.092 0.23
H -0.562 -0.874 1.272 0.36
C 1.730 -0.966 0.017 -1.19
C 1.385 1.276 -0.172 -0.69
H 2.830 -1.148 -0.597 0.29
H -2.499 -1.286 -0.010 0.32
C 0.795 0.060 -0.120 0.40
C -0.526 -0.240 0.389 -0.06
H -1.795 -0.446 -1.532 0.24
H 1.060 2.433 0.143 0.22
N -1.661 0.706 0.117 -0.56
H 1.866 -0.907 1.111 0.31
C -1.841 -0.588 -0.440 -0.41
H 2.512 1.365 -0.315 0.28
H -2.432 0.944 0.979 0.25
```

=====

(2)
This record from the OMol25 dataset describes an isolated ion of composition C3H8NO2 and charge +1. The level of theory is wB97M-V/def2-TZVPD.

The net charge is +1. As for the spin multiplicity: 3. The lowest unoccupied orbital energy (spin up / spin down) is -3.8 / -7.5 eV. The energy relative to the best compared isomer or geometry (same formula, charge and spin) comes out at 89.0 kcal per mole. Its calculated total energy is -323.79272 Eh. The calculation puts the frontier orbital gap (spin up / spin down) at 0.2071 / 0.3128 Eh.

```
14
Properties=species:S:1:pos:R:3:mulliken_charge:R:1
C -0.129 0.268 -0.642 0.21
H -0.416 -2.269 1.336 0.37
C -1.396 1.032 -0.810 -1.26
H 0.691 0.936 -0.946 0.36
H 2.391 -0.923 -0.071 0.39
O 0.100 -1.069 -1.192 -0.17
N 1.841 -0.640 0.768 -0.39
H 2.150 0.297 1.003 0.34
C 0.306 -0.699 0.358 0.20
H -1.698 1.129 -1.884 0.32
H -2.270 0.618 -0.251 0.35
H 2.006 -1.425 1.531 0.39
H -1.369 1.954 -0.257 0.37
O -0.554 -1.330 1.217 -0.48
```

=====

(3)
This record from the OMol25 dataset describes a 2-piece molecular cluster, H4O2 overall. The level of theory is wB97M-V/def2-TZVPD.

The net charge is 0. The lowest unoccupied orbital energy is 0.6 eV. The energy relative to the best compared isomer or geometry (same formula, charge and spin) comes out at 2.6 kcal per mole. Its calculated total energy is -152.87082 Eh. As for the SMILES: O.O. The calculation puts the frontier orbital gap at 0.4234 Eh.

```
6
Properties=species:S:1:pos:R:3:mulliken_charge:R:1
O -1.162 -0.124 -0.058 -0.63
H -1.744 -0.767 0.391 0.31
H 0.996 -0.247 -0.484 0.33
H 1.804 0.662 0.427 0.31
O 1.852 -0.189 -0.049 -0.65
H -1.747 0.665 -0.228 0.32
```

=====

(4)
This record from the OMol25 dataset describes a 11-piece molecular cluster, C29H75N4O28P7 overall. The level of theory is wB97M-V/def2-TZVPD.

The net charge is 0. The lowest unoccupied orbital energy is 0.3 eV. Its calculated total energy is -5865.68451 Eh. As for the SMILES: COP(=O)(OC)OC.COP(=O)(OC)OC.COP(=O)(OC)OC.COP(=O)(OC)OC.COP(=O)(OC)OC.COP(=O)(OC)OC.COP(=O)(OC)OC.CC#N.CC#N.CC#N.CC#N. The calculation puts the frontier orbital gap at 0.3956 Eh.

```
143
Properties=species:S:1:pos:R:3:mulliken_charge:R:1
O 15.786 7.833 21.631 -0.32
H 15.261 10.318 19.217 0.25
N 20.065 11.773 15.923 -0.52
H 17.603 16.742 16.774 -0.38
C 20.749 14.548 8.660 -0.77
O 15.019 19.323 12.094 -0.37
C 17.593 14.768 17.633 -0.23
O 19.778 14.152 9.599 -0.30
H 15.563 13.083 20.809 0.03
H 20.652 17.152 12.929 0.41
H 16.951 16.757 11.849 -0.10
O 12.067 15.960 15.709 0.20
H 17.571 20.903 18.819 0.22
C 21.222 14.622 19.421 -0.87
H 18.914 11.834 18.791 -0.03
H 13.488 14.290 14.859 -0.26
H 12.561 16.865 17.473 0.13
O 21.199 19.442 17.843 -0.36
H 21.109 13.718 8.052 0.29
H 16.463 14.513 20.700 -0.19
O 9.667 15.920 16.671 -0.47
H 18.087 16.390 21.048 -0.43
H 15.985 13.950 22.298 0.38
O 19.925 15.774 11.663 -0.24
H 21.564 20.094 19.813 0.22
O 18.689 19.155 18.535 0.68
H 16.303 15.505 16.285 -0.02
P 16.429 9.262 22.190 0.77
H 11.475 19.162 12.745 0.30
O 14.897 16.803 11.758 -0.32
H 11.450 17.640 12.077 0.33
H 12.549 12.856 14.408 0.40
H 13.917 12.990 19.215 0.52
O 14.358 14.630 21.044 -0.48
H 18.608 20.406 20.140 0.30
O 15.251 16.815 19.999 0.12
O 24.203 14.256 20.078 -0.72
H 15.157 18.946 20.248 0.37
C 17.675 18.283 21.731 0.19
C 16.084 10.550 19.894 -0.06
C 18.660 17.239 21.420 1.08
H 20.223 10.616 18.778 0.13
H 20.600 15.628 13.659 0.51
C 17.349 15.716 16.511 0.36
H 19.139 16.829 22.309 0.53
H 14.027 12.653 15.323 0.20
O 13.209 18.066 13.285 -0.20
N 14.822 13.034 12.274 -0.50
O 21.466 13.591 11.592 -0.71
O 12.616 16.153 19.865 -0.72
C 19.325 10.969 18.271 -0.10
C 12.167 18.409 12.366 -0.85
O 18.783 13.496 11.913 -0.02
H 16.235 16.215 10.327 0.31
C 9.035 17.487 13.746 -0.93
H 19.347 20.981 18.571 0.45
H 18.539 11.573 12.793 0.26
C 16.116 16.211 11.410 0.01
C 16.262 19.720 11.597 -0.59
O 23.787 13.926 17.471 -0.29
H 19.147 16.613 13.370 -0.10
P 20.112 14.213 11.242 0.75
H 22.830 15.699 17.267 0.04
C 20.066 16.233 12.925 -0.68
P 14.777 17.949 12.925 0.53
H 21.061 18.391 19.620 -0.19
H 10.348 14.037 17.318 0.27
P 14.063 15.735 19.837 0.38
H 19.419 11.604 11.297 0.34
H 21.669 14.973 9.062 0.33
H 9.068 18.371 13.108 0.27
N 16.892 19.051 22.011 -0.58
H 22.715 11.463 17.290 0.19
H 17.011 18.965 11.359 0.19
H 8.886 14.640 18.025 0.33
O 19.897 17.350 17.103 -0.34
C 14.196 13.540 18.317 -0.90
H 18.643 10.121 18.206 0.29
H 17.493 18.997 15.865 0.02
C 18.733 7.990 22.063 -0.74
H 20.323 15.187 7.887 0.29
H 13.363 13.501 17.615 0.16
H 24.207 10.547 17.389 0.28
C 21.689 19.188 19.220 -0.24
P 10.488 15.877 15.243 0.90
C 15.185 18.167 19.485 -0.77
O 10.077 14.684 14.445 -0.76
C 18.316 19.365 15.252 0.09
H 18.226 7.562 22.928 0.33
H 16.901 9.863 19.673 0.30
H 13.712 17.109 16.231 0.08
H 16.413 11.551 19.612 -0.16
C 14.273 13.128 13.302 0.19
H 22.726 18.866 19.118 0.28
H 20.840 14.653 20.442 0.32
H 15.938 18.515 18.778 0.17
H 19.748 8.257 22.357 0.26
O 19.462 19.621 16.080 -0.47
H 14.266 18.308 18.915 0.36
C 9.848 14.956 17.621 -0.70
O 23.944 11.839 18.969 -0.39
P 19.804 18.782 17.374 0.24
C 13.557 13.250 14.541 0.01
H 19.367 17.513 20.637 -0.68
H 8.760 16.629 13.132 0.40
C 18.589 12.073 11.825 -0.76
H 8.194 17.718 14.399 0.32
C 23.841 15.309 17.149 -0.39
C 19.737 11.407 16.976 0.25
H 22.797 10.198 18.503 0.24
H 12.512 18.855 11.433 0.35
C 14.419 7.664 21.826 -0.66
H 17.935 15.472 15.625 0.34
H 13.904 7.233 20.968 0.25
H 20.468 14.833 18.662 0.27
C 23.386 10.952 17.981 -0.50
O 14.468 14.963 18.449 0.32
C 15.647 14.068 21.268 -0.14
N 17.764 14.059 18.525 -0.10
H 17.923 20.259 14.765 0.24
H 24.151 15.423 16.110 0.31
O 15.646 17.734 14.096 -0.17
H 24.581 15.895 17.695 0.29
H 16.118 20.141 10.602 0.29
O 15.724 10.420 21.280 -0.14
O 21.936 13.403 19.236 -0.15
H 16.722 20.427 12.287 0.25
O 16.281 9.425 23.660 -0.70
O 10.120 17.308 14.584 -0.25
H 16.097 15.197 11.809 0.00
H 17.645 11.829 11.339 0.32
H 10.369 15.417 18.460 0.26
O 18.009 9.202 21.672 -0.18
H 14.276 6.994 22.674 0.27
C 12.637 17.079 16.407 -0.43
H 18.757 7.173 21.343 0.29
P 23.571 13.418 19.051 0.90
H 21.864 15.502 19.379 0.44
H 18.603 18.603 14.528 0.01
H 12.274 18.067 16.127 0.37
H 15.020 12.989 17.865 0.25
H 13.955 8.641 21.962 0.30
C 18.531 20.443 19.053 -1.06
```

=====

(5)
This record from the OMol25 dataset describes a 5-piece molecular cluster, C3H14O4 overall. The level of theory is wB97M-V/def2-TZVPD.

The net charge is 0. The lowest unoccupied orbital energy is 0.4 eV. The energy relative to the best compared isomer or geometry (same formula, charge and spin) comes out at 42.8 kcal per mole. Its calculated total energy is -423.60030 Eh. As for the SMILES: C=CC.O.O.O.O. The calculation puts the frontier orbital gap at 0.3464 Eh.

```
21
Properties=species:S:1:pos:R:3:mulliken_charge:R:1
H 0.993 -2.968 -1.795 0.32
H 0.994 -4.629 1.910 0.33
H 0.482 2.229 -3.029 0.26
C -1.460 2.432 -0.402 -1.18
H -1.180 3.291 0.079 0.48
O 0.235 -4.244 1.438 -0.68
H -0.331 2.210 2.094 0.31
H 0.587 -3.587 -0.409 0.34
H 0.786 3.353 -1.790 0.35
H -2.324 1.877 -0.024 0.26
C -0.821 1.861 -1.479 0.16
H -1.391 1.202 -2.074 0.43
H -0.132 -3.608 2.077 0.33
O 0.543 -0.609 0.948 -0.65
C 0.482 2.299 -1.894 -1.00
O 0.492 -2.832 -0.947 -0.67
O -0.382 1.445 2.694 -0.66
H 1.166 1.707 -1.385 0.23
H 0.536 -1.268 0.224 0.37
H -0.500 0.655 2.106 0.37
H 1.228 -0.816 1.660 0.30
```

=====

(6)
This record from the OMol25 dataset describes a 2-piece molecular cluster, C4H11NO2 overall. The level of theory is wB97M-V/def2-TZVPD.

The net charge is 0. The lowest unoccupied orbital energy is 0.8 eV. The energy relative to the best compared isomer or geometry (same formula, charge and spin) comes out at 15.3 kcal per mole. Its calculated total energy is -364.24385 Eh. As for the SMILES: CC(=O)O.CCN. The calculation puts the frontier orbital gap at 0.3747 Eh.

```
18
Properties=species:S:1:pos:R:3:mulliken_charge:R:1
C 1.749 3.213 0.422 -1.06
H 0.112 -0.658 1.435 0.20
C -0.099 -1.714 1.374 -0.75
C -0.848 -2.120 0.133 0.63
H 1.745 1.160 -0.304 0.29
O -0.871 -3.215 -0.356 -0.55
H 0.850 -2.233 1.350 0.28
C 1.367 2.125 -0.574 -0.37
H -0.563 1.969 0.107 0.19
H 1.796 2.459 -1.512 0.33
H -0.475 2.735 -1.249 0.24
N -0.066 1.947 -0.782 -0.52
H 2.823 3.159 0.640 0.31
H -1.876 -1.173 -1.270 0.33
O -1.537 -1.072 -0.375 -0.41
H 1.236 3.078 1.376 0.32
H 1.496 4.214 0.092 0.30
H -0.726 -1.954 2.233 0.26
```

=====

Question: The lowest calculated total energy belongs to which entry?
Answer: C29H75N4O28P7